DFT (ωB97M-V/def2-TZVPD) results for a molecular structure, C35H51AsMgO9P2S at a distorted geometry.

Geometry (Å):
Mg1 11.49 14.04 12.72
C1 15.73 16.50 16.74
C2 14.46 15.74 17.11
C3 13.48 16.66 17.88
O1 13.81 15.37 15.81
P1 13.65 14.00 15.15
O2 12.28 13.79 14.55
C4 15.08 13.75 13.98
P2 14.78 14.48 12.33
O3 13.34 14.84 12.11
O4 15.78 15.69 12.29
C5 15.38 17.11 11.69
C6 14.97 16.81 10.26
C7 16.65 18.00 11.78
O5 15.40 13.48 11.30
C8 15.01 12.48 10.23
C9 14.68 13.36 9.00
C10 16.22 11.58 10.05
O6 13.97 12.83 16.20
C11 13.08 12.66 17.45
C12 13.96 12.50 18.67
C13 12.20 11.45 17.27
H1 15.82 17.32 17.49
H2 15.78 16.88 15.73
H3 16.60 15.86 16.91
H4 14.71 14.77 17.60
H5 13.36 17.61 17.35
H6 13.92 16.87 18.92
H7 12.55 16.19 18.09
H8 15.17 12.63 13.77
H9 16.00 14.10 14.48
H10 14.55 17.39 12.34
H11 15.88 16.67 9.64
H12 14.57 17.72 9.82
H13 14.21 16.00 10.04
H14 17.39 17.47 11.08
H15 17.10 18.12 12.76
H16 16.39 18.96 11.38
H17 14.13 11.95 10.65
H18 15.66 13.82 8.70
H19 13.92 14.12 9.19
H20 14.49 12.76 8.12
H21 17.19 12.13 10.03
H22 16.10 11.07 9.15
H23 16.27 10.86 10.91
H24 12.59 13.63 17.46
H25 14.64 11.68 18.53
H26 13.34 12.32 19.53
H27 14.52 13.43 18.90
H28 12.80 10.52 17.49
H29 11.74 11.34 16.30
H30 11.36 11.67 18.00
C14 8.95 16.97 11.43
C15 9.36 16.12 12.63
C16 8.84 16.72 13.89
O7 10.83 16.01 12.66
C17 8.80 14.66 12.53
O8 7.68 14.55 11.96
O9 9.59 13.73 13.03
H31 9.40 18.02 11.45
H32 7.87 17.10 11.38
H33 9.24 16.49 10.48
H34 9.29 17.75 14.00
H35 9.19 16.09 14.79
H36 7.75 16.64 13.87
H37 11.35 16.83 12.73
S1 11.56 12.79 10.41
C18 9.94 12.20 10.16
C19 8.90 13.05 9.60
C20 7.72 12.51 9.14
C21 7.53 11.12 9.22
C22 8.52 10.28 9.64
C23 9.67 10.78 10.20
As1 11.18 9.69 10.94
C24 11.73 8.78 9.23
C25 11.31 9.18 7.99
C26 11.92 8.66 6.87
C27 13.00 7.82 7.00
C28 13.54 7.48 8.27
C29 12.85 7.97 9.39
C30 10.05 8.27 11.66
C31 9.38 8.65 12.84
C32 8.82 7.69 13.69
C33 8.78 6.36 13.31
C34 9.45 5.99 12.16
C35 10.10 6.92 11.34
H38 9.10 14.10 9.58
H39 6.92 13.14 8.83
H40 6.60 10.69 8.82
H41 8.32 9.18 9.58
H42 10.51 9.92 7.93
H43 11.59 8.98 5.90
H44 13.49 7.33 6.14
H45 14.35 6.81 8.33
H46 13.18 7.76 10.40
H47 9.34 9.75 13.01
H48 8.30 7.95 14.62
H49 8.44 5.54 13.95
H50 9.48 4.96 11.80
H51 10.79 6.54 10.58

Net charge: 0
LUMO energy (Eh): -0.00284
Calculated total energy (Ha): -5558.46571

Results of the Mulliken charge analysis, in e, for atoms 1 through 4: number 1, Mg, carries 1.12; number 2, C, carries -1.37; number 3, C, carries 1.30; number 4, C, carries -1.43

***

DFT (ωB97M-V/def2-TZVPD) results for 12 unconnected molecules or ions with the total composition C42H82ClF9N12O12S2 at a distorted geometry.

Geometry (Å):
C1 14.72 -8.20 0.33
O1 15.28 -9.09 1.31
O2 15.72 -8.12 -0.73
C2 13.16 -8.50 0.04
F1 12.84 -9.54 -0.82
F2 12.36 -8.72 1.07
F3 12.59 -7.40 -0.65
C3 14.57 -9.44 2.53
C4 15.53 -9.78 3.63
H1 15.88 -10.75 3.26
H2 16.41 -9.14 3.72
H3 15.01 -9.94 4.57
H4 13.89 -10.25 2.27
H5 14.05 -8.61 3.02
H6 14.72 -7.22 0.80
C5 13.02 -4.78 1.85
C6 13.31 -4.84 3.35
O3 14.04 -5.69 3.82
N1 13.08 -3.49 4.06
H7 13.16 -2.74 3.39
H8 12.08 -3.55 4.17
C7 13.85 -3.15 5.39
H9 11.96 -4.62 1.64
H10 13.22 -5.76 1.42
H11 13.69 -4.12 1.31
H12 13.34 -2.36 5.94
H13 14.76 -2.78 4.92
H14 14.11 -3.96 6.06
C8 10.47 -14.51 -4.79
C9 10.55 -13.37 -3.75
O4 9.94 -12.29 -3.89
N2 11.49 -13.55 -2.51
H15 10.92 -13.69 -1.69
H16 12.13 -14.33 -2.59
C10 12.35 -12.27 -2.32
H17 10.23 -15.41 -4.23
H18 11.27 -14.58 -5.53
H19 9.62 -14.41 -5.46
H20 12.62 -11.79 -3.26
H21 13.26 -12.56 -1.79
H22 11.73 -11.63 -1.70
C11 14.68 -6.34 -5.61
C12 15.19 -6.30 -4.18
O5 15.39 -5.23 -3.55
N3 15.64 -7.65 -3.59
H23 15.71 -7.68 -2.58
H24 15.10 -8.45 -3.88
C13 17.14 -7.65 -3.90
H25 14.03 -5.48 -5.79
H26 14.17 -7.28 -5.83
H27 15.52 -6.20 -6.29
H28 17.21 -7.69 -4.99
H29 17.59 -8.50 -3.40
H30 17.64 -6.81 -3.41
C14 19.02 -10.14 -0.62
C15 19.18 -9.54 0.72
O6 20.06 -9.74 1.47
N4 18.19 -8.41 0.91
H31 18.50 -7.78 0.17
H32 17.28 -8.79 0.69
C16 18.38 -7.64 2.21
H33 18.92 -9.39 -1.41
H34 18.24 -10.90 -0.62
H35 19.95 -10.68 -0.83
H36 19.23 -7.01 1.98
H37 18.46 -8.41 2.98
H38 17.49 -7.02 2.35
C17 11.50 -16.84 4.89
C18 12.56 -17.03 6.04
N5 13.55 -15.98 5.94
C19 14.89 -16.21 5.59
C20 15.48 -14.95 5.52
N6 14.47 -13.96 5.68
C21 13.30 -14.58 5.99
C22 14.75 -12.58 5.40
H39 10.53 -17.21 5.20
H40 11.78 -17.21 3.90
H41 11.22 -15.79 4.77
H42 13.06 -17.99 6.21
H43 12.09 -16.97 7.02
H44 15.22 -17.23 5.53
H45 16.51 -14.65 5.39
H46 12.33 -14.10 6.01
H47 15.29 -12.38 4.47
H48 15.47 -12.24 6.14
H49 13.85 -11.97 5.56
C23 11.83 -7.76 5.56
C24 11.06 -8.63 4.45
N7 9.67 -8.73 4.55
C25 8.89 -9.41 3.60
C26 7.59 -9.58 4.06
N8 7.56 -8.96 5.27
C27 8.84 -8.45 5.61
C28 6.53 -9.07 6.19
H50 11.93 -8.25 6.53
H51 11.42 -6.77 5.80
H52 12.91 -7.64 5.47
H53 11.49 -9.58 4.74
H54 11.30 -8.16 3.50
H55 9.15 -9.87 2.66
H56 6.75 -10.10 3.63
H57 9.21 -8.06 6.54
H58 6.14 -8.14 6.59
H59 6.68 -9.69 7.07
H60 5.65 -9.44 5.67
C29 14.49 -16.21 1.02
C30 15.92 -15.70 0.67
N9 15.84 -14.37 0.12
C31 15.25 -13.26 0.77
C32 15.31 -12.17 -0.12
N10 15.87 -12.67 -1.32
C33 16.15 -13.99 -1.15
C34 15.99 -11.94 -2.60
H61 13.62 -15.79 0.52
H62 14.32 -16.23 2.10
H63 14.49 -17.25 0.70
H64 16.39 -16.35 -0.07
H65 16.64 -15.66 1.49
H66 14.93 -13.51 1.77
H67 15.16 -11.11 -0.12
H68 16.31 -14.72 -1.94
H69 15.35 -12.36 -3.37
H70 17.07 -11.81 -2.75
H71 15.60 -10.93 -2.57
C35 7.26 -8.65 0.43
C36 8.09 -7.60 -0.51
N11 8.30 -8.02 -1.85
C37 9.61 -8.35 -2.27
C38 9.53 -8.93 -3.53
N12 8.18 -8.95 -3.94
C39 7.42 -8.21 -2.91
C40 7.64 -9.60 -5.14
H72 7.53 -9.70 0.41
H73 6.21 -8.58 0.14
H74 7.14 -8.22 1.43
H75 9.07 -7.36 -0.10
H76 7.51 -6.68 -0.59
H77 10.46 -8.05 -1.68
H78 10.31 -9.45 -4.06
H79 6.34 -8.24 -2.83
H80 8.22 -10.49 -5.36
H81 7.91 -9.02 -6.02
H82 6.58 -9.85 -5.16
Cl1 17.49 -7.65 5.91
C41 11.58 -13.15 2.55
F4 11.74 -14.30 3.10
F5 11.40 -12.30 3.52
F6 12.73 -12.72 1.97
S1 10.09 -13.21 1.22
O7 10.73 -13.87 0.08
O8 9.00 -14.04 1.76
O9 9.68 -11.83 0.99
C42 18.74 -11.91 4.70
F7 19.41 -10.75 4.55
F8 19.44 -12.87 5.39
F9 17.57 -11.55 5.32
S2 18.48 -12.71 2.95
O10 17.70 -13.91 3.33
O11 17.80 -11.73 2.12
O12 19.79 -13.10 2.37

Net charge: +4
LUMO energy (Eh): -0.31082
Calculated total energy (Ha): -5363.26542

Results of the Mulliken charge analysis, in e, for atoms 1 through 4: number 1, C, carries -0.31; number 2, O, carries 1.36; number 3, O, carries -1.22; number 4, C, carries 0.54

***

DFT (ωB97M-V/def2-TZVPD) results for a single C14H19N3O4 molecule at a distorted geometry.

Geometry (Å):
N1 -6.46 -1.32 0.11
C1 -5.14 -1.44 -0.25
O1 -4.54 -2.50 -0.23
C2 -4.41 -0.12 -0.51
C3 -2.97 -0.26 -0.11
C4 -2.11 0.94 -0.62
N2 -0.65 0.80 -0.37
C5 -0.10 0.59 0.82
O2 -0.71 0.78 1.86
C6 1.34 -0.02 0.83
N3 1.36 -1.40 1.27
C7 2.04 0.09 -0.53
C8 3.58 -0.08 -0.38
C9 4.23 -1.24 -0.10
C10 5.60 -1.32 0.03
C11 6.39 -0.16 -0.11
C12 5.72 1.05 -0.36
C13 4.34 1.08 -0.54
C14 -2.69 2.18 -0.03
O3 -3.48 2.87 -0.66
O4 -2.40 2.51 1.26
H1 -7.02 -2.15 -0.08
H2 -6.94 -0.39 -0.21
H3 -4.94 0.67 0.08
H4 -4.58 0.19 -1.53
H5 -2.64 -1.22 -0.55
H6 -2.91 -0.44 0.99
H7 -2.24 1.05 -1.70
H8 -0.16 0.45 -1.23
H9 1.92 0.64 1.52
H10 0.72 -2.00 0.68
H11 0.94 -1.44 2.19
H12 1.62 -0.61 -1.33
H13 1.86 1.08 -0.97
H14 3.65 -2.14 0.01
H15 6.02 -2.33 0.16
H16 7.45 -0.18 -0.02
H17 6.27 1.95 -0.34
H18 3.80 1.98 -0.74
H19 -1.75 1.87 1.68

SMILES: NC(=O)CC[C@H](NC(=O)[C@@H](N)Cc1ccccc1)C(=O)O
Net charge: 0
LUMO energy (Eh): 0.01231
Calculated total energy (Ha): -1010.15598

Results of the Mulliken charge analysis, in e, for atoms 1 through 4: number 1, N, carries -0.48; number 2, C, carries 0.52; number 3, O, carries -0.60; number 4, C, carries -0.77